Record 1
Computed, not measured: a cluster of 2 separate species, C6H15ClNO2 in total, with ωB97M-V/def2-TZVPD.

Last column: Mulliken spin population.
Cartesian coordinates (Å):
1 Cl 2.10 1.78 2.50  -0.003
2 C -1.60 1.84 2.56  0.052
3 O -1.16 0.98 1.49  -0.125
4 C -1.99 0.83 0.42  0.365
5 C -1.31 0.00 -0.74  1.282
6 N -0.89 -1.33 -0.35  -1.308
7 C 0.03 -2.02 -1.22  2.352
8 C 1.39 -1.28 -1.47  0.292
9 O 1.97 -0.91 -0.24  -0.373
10 C 3.08 -0.02 -0.41  0.032
11 H -2.67 1.68 2.68  -0.004
12 H -1.41 2.88 2.29  0.003
13 H -1.05 1.59 3.47  0.014
14 H -2.23 1.81 0.02  -0.043
15 H -2.96 0.43 0.71  -0.019
16 H -0.50 0.63 -1.11  0.224
17 H -2.05 -0.17 -1.53  -0.674
18 H -1.73 -1.87 -0.52  -0.406
19 H -0.46 -2.28 -2.16  -0.544
20 H 0.28 -2.97 -0.75  0.236
21 H 1.07 -0.43 -2.07  -0.090
22 H 2.01 -1.83 -2.17  -0.237
23 H 3.87 -0.42 -1.05  -0.002
24 H 3.53 0.18 0.56  -0.006
25 H 2.68 0.87 -0.90  -0.019

Summary:
Relative energy (zero: lowest compared OMol25 entry of this formula, charge and spin) (eV): 0.330
Strongest force on any atom (eV Å⁻¹): 2.554
Kohn-Sham gap (spin up / spin down) (Eh): 0.0900 / 0.2655
Total charge: -2
Spin multiplicity: 2
Highest occupied orbital energy (spin up / spin down) (eV): 3.545 / -1.283
M (Da): 168.64
Energy (eV): -24568.75025



Record 2
Computed, not measured: the molecule C21H25N3O4, with ωB97M-V/def2-TZVPD.

Last column: Mulliken charge in e.
Cartesian coordinates (Å):
1 C 3.29 2.31 6.11  -0.817
2 O 4.33 2.39 5.17  -0.465
3 C 4.03 2.28 3.84  0.869
4 C 5.11 2.36 2.96  -0.667
5 C 4.91 2.26 1.60  -0.534
6 C 3.63 2.07 1.09  0.406
7 C 3.40 1.95 -0.40  -1.086
8 N 2.85 0.65 -0.72  -0.012
9 C 3.23 -0.09 -1.76  0.642
10 O 4.13 0.20 -2.53  -0.672
11 C 2.43 -1.40 -1.89  -1.064
12 C 0.97 -1.11 -2.06  0.863
13 C 0.37 -1.46 -3.39  -1.133
14 N 0.40 -0.56 -1.07  -0.736
15 N -0.89 -0.16 -1.05  0.202
16 C -1.33 0.60 -0.01  0.362
17 O -0.62 0.97 0.90  -0.563
18 C -2.81 0.97 -0.13  -1.123
19 C -3.64 -0.13 -0.74  0.121
20 C -4.04 -0.07 -2.07  -0.260
21 C -4.76 -1.10 -2.64  -0.642
22 C -5.11 -2.22 -1.88  0.874
23 O -5.82 -3.18 -2.54  -0.450
24 C -6.22 -4.32 -1.82  -0.847
25 C -4.71 -2.28 -0.55  -0.412
26 C -3.98 -1.24 0.00  -0.596
27 C 2.56 1.99 1.96  -0.599
28 C 2.75 2.09 3.33  -0.513
29 H 3.75 2.43 7.08  0.237
30 H 2.56 3.11 5.96  0.331
31 H 2.78 1.35 6.06  0.329
32 H 6.10 2.51 3.38  0.417
33 H 5.76 2.32 0.94  0.344
34 H 4.34 2.05 -0.95  0.426
35 H 2.71 2.74 -0.73  0.311
36 H 2.01 0.37 -0.21  0.258
37 H 2.60 -1.97 -0.97  0.338
38 H 2.82 -1.96 -2.74  0.350
39 H -0.67 -1.17 -3.48  0.276
40 H 0.94 -0.97 -4.18  0.333
41 H 0.44 -2.54 -3.55  0.300
42 H -1.53 -0.40 -1.80  0.332
43 H -3.16 1.21 0.87  0.398
44 H -2.87 1.88 -0.73  0.307
45 H -3.79 0.80 -2.67  0.378
46 H -5.08 -1.06 -3.67  0.435
47 H -6.87 -4.07 -0.98  0.344
48 H -5.36 -4.89 -1.46  0.340
49 H -6.78 -4.93 -2.53  0.238
50 H -4.96 -3.13 0.06  0.391
51 H -3.68 -1.31 1.04  0.425
52 H 1.56 1.84 1.59  0.574
53 H 1.89 2.02 3.98  0.437

Summary:
Relative energy (zero: lowest compared OMol25 entry of this formula, charge and spin) (eV): 3.230
SMILES string: COc1ccc(CNC(=O)C/C(C)=N/NC(=O)Cc2ccc(OC)cc2)cc1
Strongest force on any atom (eV Å⁻¹): 1.010
Kohn-Sham gap (Eh): 0.3169
Total charge: 0
Highest occupied orbital energy (eV): -8.129
M (Da): 383.45
Energy (eV): -34842.57581



Record 3
Computed, not measured: a structure of composition CHI2O3S, with ωB97M-V/def2-TZVPD.

Last column: Mulliken charge in e.
Cartesian coordinates (Å):
1 C -0.53 0.22 0.81  -0.431
2 O 0.91 0.37 -2.70  -0.536
3 O 0.15 -1.74 -1.59  -0.490
4 O -0.55 0.60 -0.39  -0.446
5 S 0.85 -0.46 -1.48  0.717
6 I 1.64 -0.25 1.68  -0.168
7 I -1.35 1.76 2.43  -0.262
8 H -1.12 -0.51 1.23  0.616

Summary:
Relative energy (zero: lowest compared OMol25 entry of this formula, charge and spin) (eV): 0.768
Strongest force on any atom (eV Å⁻¹): 3.462
Kohn-Sham gap (Eh): 0.2878
Total charge: -1
Highest occupied orbital energy (eV): -5.064
M (Da): 346.89
Energy (eV): -34233.62422



Record 4
Computed, not measured: a structure of composition C26H41NO10P2PdS2Si, with ωB97M-V/def2-TZVPD.

Last column: Mulliken spin population.
Cartesian coordinates (Å):
1 Pd -0.34 1.01 0.43  0.719
2 C -2.22 0.61 -3.79  0.023
3 Si -2.54 1.11 -2.02  -0.022
4 C -1.87 2.84 -1.81  -0.010
5 C -4.38 1.23 -1.66  0.023
6 N -1.80 -0.07 -0.89  0.567
7 C -2.18 -1.35 -0.81  0.169
8 C -3.16 -1.92 -1.71  0.124
9 C -3.62 -3.20 -1.60  -0.043
10 C -3.14 -4.02 -0.57  0.199
11 C -2.19 -3.54 0.32  -0.110
12 C -1.70 -2.24 0.22  0.051
13 O -0.79 -1.73 1.07  0.103
14 C -0.31 -2.47 2.16  0.015
15 C -0.83 -2.20 3.41  -0.006
16 C -0.32 -2.88 4.50  -0.001
17 C 0.70 -3.82 4.34  0.002
18 C 1.21 -4.07 3.07  -0.005
19 C 0.71 -3.39 1.97  -0.002
20 H -2.33 1.49 -4.44  0.001
21 H -2.90 -0.16 -4.16  -0.001
22 H -1.19 0.24 -3.91  -0.005
23 H -2.63 3.55 -2.15  0.000
24 H -0.97 2.99 -2.42  0.004
25 H -1.62 3.08 -0.78  0.003
26 H -4.85 1.83 -2.44  0.002
27 H -4.55 1.73 -0.70  0.001
28 H -4.88 0.26 -1.63  -0.004
29 H -3.54 -1.29 -2.49  0.004
30 H -4.35 -3.57 -2.30  0.001
31 H -3.50 -5.03 -0.46  0.008
32 H -1.84 -4.18 1.11  -0.002
33 H -1.62 -1.47 3.51  0.002
34 H -0.72 -2.68 5.49  0.000
35 H 1.10 -4.34 5.20  0.000
36 H 2.01 -4.78 2.93  0.001
37 H 1.10 -3.56 0.98  -0.002
38 O 2.04 4.27 -1.43  0.211
39 C 1.56 3.31 -0.90  -0.001
40 O 1.10 2.20 -1.14  0.304
41 C 1.45 3.58 1.00  0.154
42 O 2.47 4.01 1.44  0.214
43 O 0.32 3.23 1.33  0.176
44 C 1.87 0.11 -3.25  -0.039
45 C 2.50 -1.08 -2.57  0.001
46 C 1.46 -1.97 -1.91  0.003
47 O 3.54 -0.57 -1.66  0.009
48 P 3.73 -0.62 -0.10  -0.045
49 S 3.93 -2.40 0.69  0.475
50 S 2.19 0.16 0.92  0.508
51 O 5.06 0.18 0.12  0.010
52 C 5.68 1.29 -0.62  0.000
53 C 4.68 2.38 -0.94  0.014
54 C 6.40 0.75 -1.84  -0.001
55 H 1.23 -0.23 -4.07  -0.001
56 H 2.64 0.77 -3.66  -0.001
57 H 1.27 0.68 -2.54  0.012
58 H 3.07 -1.66 -3.30  0.001
59 H 0.92 -1.41 -1.15  0.003
60 H 1.91 -2.85 -1.46  0.002
61 H 0.75 -2.29 -2.68  0.000
62 H 6.40 1.66 0.10  0.000
63 H 3.89 2.00 -1.60  -0.001
64 H 5.18 3.20 -1.45  0.002
65 H 4.23 2.77 -0.03  -0.006
66 H 5.69 0.39 -2.58  0.000
67 H 7.06 -0.08 -1.55  0.001
68 H 7.01 1.54 -2.28  0.000
69 C 0.22 1.21 3.91  0.004
70 O -1.20 1.23 3.69  0.021
71 P -1.87 1.08 2.24  0.129
72 O -2.82 -0.18 2.57  0.019
73 C -4.06 -0.39 1.87  -0.007
74 O -3.04 2.18 2.24  0.020
75 C -2.80 3.57 1.94  0.005
76 H 0.35 1.16 4.99  0.003
77 H 0.69 2.11 3.52  0.005
78 H 0.67 0.33 3.46  -0.009
79 H -4.28 -1.46 1.94  0.000
80 H -3.99 -0.10 0.83  0.003
81 H -4.85 0.18 2.35  0.001
82 H -3.31 3.81 1.01  0.000
83 H -1.74 3.79 1.83  -0.003
84 H -3.21 4.16 2.75  0.001

Summary:
Relative energy (zero: lowest compared OMol25 entry of this formula, charge and spin) (eV): 0.645
Strongest force on any atom (eV Å⁻¹): 0.765
Kohn-Sham gap (spin up / spin down) (Eh): 0.3023 / 0.2154
Total charge: 0
Spin multiplicity: 5
Highest occupied orbital energy (spin up / spin down) (eV): -7.772 / -8.341
M (Da): 788.20
Energy (eV): -101200.84757



Record 5
Computed, not measured: a cluster of 3 separate species, C26H44BrIN2O10 in total, with ωB97M-V/def2-TZVPD.

Last column: Mulliken charge in e.
Cartesian coordinates (Å):
1 C -2.86 -1.38 -6.61  -1.204
2 C -2.09 -1.92 -5.36  -0.329
3 O -2.89 -1.88 -4.19  -0.044
4 C -3.42 -3.13 -3.81  -0.759
5 C -3.45 -3.17 -2.27  -0.034
6 O -3.83 -1.89 -1.80  -0.411
7 C -3.50 -1.68 -0.44  -1.611
8 C -2.75 -0.32 -0.23  2.762
9 C -3.58 0.93 0.09  -0.841
10 C -4.82 0.76 1.00  -0.858
11 C -4.64 -0.10 2.25  -0.881
12 I -6.62 0.24 -0.12  0.042
13 C -2.16 -0.10 -1.71  -0.571
14 O -2.54 0.57 -2.56  -0.531
15 O -1.08 -0.93 -1.80  -0.461
16 C -0.60 -1.38 -0.52  -1.305
17 N 0.82 -1.41 -0.38  -0.029
18 C 1.42 -2.52 -0.28  0.798
19 C 1.85 -3.33 -1.50  -1.317
20 C 1.81 -3.14 1.05  -1.221
21 C -1.36 -0.40 0.46  0.189
22 Br -0.28 1.23 0.19  -0.031
23 C -1.26 -1.12 1.85  -0.777
24 C -0.14 -0.64 2.82  -1.053
25 C -0.67 0.44 3.82  -0.732
26 C -0.12 1.87 3.63  -0.779
27 C 1.42 1.97 3.58  -0.626
28 N 1.85 2.97 2.58  -0.402
29 H -2.25 -0.66 -7.16  0.340
30 H -3.76 -0.86 -6.29  0.321
31 H -3.06 -2.24 -7.27  0.307
32 H -1.62 -2.89 -5.55  0.467
33 H -1.28 -1.20 -5.19  0.175
34 H -2.89 -3.99 -4.23  0.437
35 H -4.46 -3.17 -4.17  0.262
36 H -2.46 -3.49 -1.91  -0.017
37 H -4.24 -3.87 -1.97  0.374
38 H -2.90 -2.52 -0.07  0.555
39 H -4.44 -1.72 0.12  0.654
40 H -3.93 1.45 -0.81  0.405
41 H -2.95 1.67 0.60  0.291
42 H -5.05 1.76 1.37  0.782
43 H -3.92 0.41 2.91  0.081
44 H -4.24 -1.10 2.07  0.259
45 H -5.59 -0.14 2.78  0.506
46 H -0.92 -2.43 -0.49  0.669
47 H 1.09 -4.06 -1.81  0.350
48 H 2.18 -2.67 -2.30  0.200
49 H 2.73 -3.91 -1.20  0.482
50 H 2.77 -3.66 0.89  0.553
51 H 1.09 -3.91 1.35  0.249
52 H 2.00 -2.39 1.82  0.199
53 H -2.19 -1.13 2.41  0.493
54 H -1.03 -2.17 1.62  0.385
55 H 0.10 -1.51 3.44  0.404
56 H 0.79 -0.35 2.32  0.423
57 H -0.34 0.12 4.82  0.474
58 H -1.76 0.49 3.85  0.115
59 H -0.42 2.43 4.53  0.444
60 H -0.58 2.41 2.80  0.323
61 H 1.77 2.37 4.54  0.405
62 H 1.93 1.00 3.46  0.312
63 H 1.81 2.57 1.64  0.076
64 H 2.84 3.17 2.73  0.259
65 O 4.15 6.96 5.77  -0.515
66 C 3.91 6.99 4.61  0.639
67 O 4.13 5.95 3.75  -0.314
68 C 3.51 6.28 2.51  -0.305
69 C 3.46 7.79 2.55  -0.305
70 O 3.39 8.06 3.95  -0.324
71 H 4.10 5.90 1.67  0.325
72 H 2.52 5.83 2.48  0.234
73 H 4.37 8.25 2.15  0.244
74 H 2.60 8.19 2.03  0.289
75 O 5.70 -2.75 0.05  -0.530
76 C 5.59 -2.17 -0.98  0.659
77 O 6.34 -1.11 -1.36  -0.330
78 C 6.07 -0.85 -2.74  -0.397
79 C 4.71 -1.46 -2.93  -0.327
80 O 4.69 -2.50 -1.95  -0.234
81 H 6.09 0.22 -2.95  0.307
82 H 6.84 -1.35 -3.35  0.263
83 H 3.90 -0.75 -2.70  0.265
84 H 4.55 -1.86 -3.92  0.357

Summary:
SMILES string: CCOCCOC[C@]1(C[C@H](C)I)C(=O)O[C@@H](N=C(C)C)[C@]1(Br)CCCCCN.O=C1OCCO1.O=C1OCCO1
Strongest force on any atom (eV Å⁻¹): 4.211
Kohn-Sham gap (Eh): 0.3109
Total charge: 0
Highest occupied orbital energy (eV): -8.384
M (Da): 751.45
Energy (eV): -129270.06642